Entry from the Open Molecules 2025 dataset: a structure of composition C26H41N3NiO9P2Si2 (ωB97M-V with the def2-TZVPD basis set).

```
84
Properties=species:S:1:pos:R:3:mulliken_spin:R:1
Ni 0.65662 0.05810 -0.19160 1.0586
P 2.75209 2.11693 -0.38826 -0.0083
P 2.58892 -0.02653 -2.27247 -0.0206
Si -2.44428 -2.78700 1.01657 -0.0545
Si -2.12101 -0.24226 3.21028 -0.0564
O 3.39177 -0.81290 -1.14767 -0.0025
O 1.13020 -0.24779 -2.28436 0.0169
O 5.25320 -0.41765 4.78527 -0.0007
O 4.59847 1.65516 -2.28657 -0.0002
O 1.26315 2.09022 -0.22149 0.0150
O 3.24198 3.64646 -0.19887 0.0016
O 3.75616 -5.80433 1.60105 0.0000
O 3.19380 -0.61555 -3.62140 0.0005
O 3.64326 1.24046 0.43842 -0.0009
N -1.50601 0.42353 -0.38895 0.0734
N 1.32660 0.00912 1.78873 0.0537
N 1.03181 -1.96399 0.07687 0.0551
C 2.85166 -1.18713 3.17559 -0.0017
C 0.90448 -2.88357 -0.86737 -0.0133
C -1.80931 1.63107 3.02616 0.0039
C 1.84130 -2.21597 1.11703 -0.0109
C 3.07733 -5.71731 0.37082 -0.0004
C -2.13965 -0.99525 1.49096 0.5172
C 1.48001 1.06420 2.57031 -0.0212
C -2.46806 -2.90723 -0.88861 0.0021
C 3.19196 1.70695 -2.14283 0.0111
C 2.98791 -0.09017 4.01511 -0.0064
C -3.79475 0.34306 0.28107 0.1691
C -3.81997 -0.47437 4.08619 0.0381
C 2.28564 1.06338 3.69792 0.0007
C 2.36985 -4.39513 0.25643 -0.0073
C -2.45523 -0.04845 0.43336 0.1103
C 3.92563 -0.16954 5.19113 -0.0002
C -0.85772 -1.05606 4.38291 0.0454
C -4.18327 -3.32123 1.64359 0.0403
C -1.85859 1.26998 -1.35835 -0.0129
C -1.23554 -4.03173 1.80802 0.0431
C -4.15128 1.21356 -0.72362 0.0106
C 2.00631 -1.11301 2.07511 -0.0086
C 2.55125 2.57740 -3.19770 -0.0010
C 2.51262 -3.42853 1.23817 -0.0017
C 1.55244 -4.10589 -0.83086 0.0002
C -3.15658 1.69577 -1.56670 0.0019
H 5.50026 0.23227 4.11532 0.0001
H 0.27147 -2.62556 -1.70271 -0.0028
H 0.95619 1.96118 2.28019 -0.0021
H -1.09264 -3.82172 2.86084 -0.0056
H -1.04993 1.60828 -1.99444 0.0007
H -3.98977 -1.51822 4.32984 -0.0025
H -3.84698 0.08881 5.01438 0.0019
H 3.86833 0.74791 5.79595 -0.0001
H -2.74016 2.18766 3.01681 -0.0003
H -5.18493 1.50407 -0.85433 0.0012
H -1.89661 -2.09374 -1.32343 -0.0012
H 2.79439 2.19999 -4.19162 0.0000
H -4.95474 -2.60456 1.38214 -0.0003
H -4.65395 -0.14040 3.47713 -0.0004
H -3.48054 -2.83536 -1.27163 -0.0002
H -2.05071 -3.83855 -1.25679 -0.0004
H -4.18942 -3.42877 2.72287 -0.0017
H 1.42149 -4.81592 -1.63342 0.0000
H -0.26270 -4.01785 1.33566 -0.0151
H 4.26279 -6.62084 1.62718 0.0000
H -1.62821 -5.03985 1.72487 0.0005
H -4.53105 -0.06249 0.95782 0.0069
H -1.29622 1.83235 2.09144 -0.0028
H 1.47184 2.54888 -3.06585 0.0005
H 2.53461 4.23674 -0.45564 -0.0003
H -4.46758 -4.27758 1.21576 0.0020
H 3.15064 -3.64633 2.07599 0.0007
H 3.64361 -1.02101 5.81929 -0.0006
H 0.14568 -1.03264 3.97940 -0.0213
H 3.77974 -5.81193 -0.47187 -0.0004
H 3.41494 -2.08210 3.38490 0.0001
H 2.33275 -6.52501 0.28126 -0.0004
H -1.20226 2.03113 3.83123 -0.0004
H 3.56191 -0.19521 -0.38518 0.0048
H 4.97376 1.64029 -1.39265 -0.0004
H -3.38931 2.37963 -2.36694 0.0001
H 2.90650 3.60418 -3.11583 -0.0001
H -1.11618 -2.09148 4.57174 -0.0015
H 2.37402 1.95317 4.30161 0.0001
H 4.12937 -0.42265 -3.69618 0.0007
H -0.84501 -0.54315 5.33915 0.0013
```

Output
<S²>   2.0258
HOMO energy (alpha / beta)   -7.1962 / -6.0888 eV
Lowest unoccupied orbital energy (alpha / beta)   0.05 / -0.53 eV
Spin multiplicity   3



Entry from the Open Molecules 2025 dataset: a cluster of 2 separate species, CH2NO2S in total (ωB97M-V with the def2-TZVPD basis set).

```
7
Properties=species:S:1:pos:R:3:nbo_charge:R:1
S -1.35661 -0.21408 0.14010 2.0576
O -2.61793 0.22935 -0.51083 -0.9398
O -1.00099 -1.69124 0.09951 -0.9545
N -0.45418 0.69595 0.90703 -1.0751
C 2.10470 0.35816 0.12683 -0.2309
H 1.48156 -0.45734 -0.22970 0.0916
H 1.84344 1.07920 -0.53293 0.0512
```

Output
Relative energy (zero: lowest compared OMol25 entry of this formula, charge and spin)   143.5 kcal/mol
HOMO energy (alpha / beta)   -4.4672 / -4.4671 eV
Net charge   -1
Lowest unoccupied orbital energy (alpha / beta)   3.48 / 3.48 eV



Entry from the Open Molecules 2025 dataset: a structure of composition C42H27ClErN10O9Se (ωB97M-V with the def2-TZVPD basis set).

```
91
Properties=species:S:1:pos:R:3:mulliken_spin:R:1
Er 0.32114 1.32232 -2.33109 3.0273
Se -0.10785 2.98386 -5.63105 0.0001
Cl -5.64276 0.91719 -3.13918 -0.0001
O 2.98675 4.09638 -0.39277 -0.0003
O 1.13773 3.18752 -1.39911 0.0017
O -0.92550 0.00517 -6.14030 0.0006
O 6.84386 2.33692 -1.95355 0.0000
O 5.54055 3.66570 -0.68006 0.0000
O 1.50508 -7.19957 7.90797 0.0000
O -4.23438 1.27575 -6.41887 0.0000
O 0.44579 0.44951 -4.42339 -0.0051
O -3.88877 -0.87277 -6.42893 0.0000
N 0.63620 -2.10660 4.00177 0.0000
N 0.40377 1.19846 0.37146 0.0002
N -0.31337 3.08032 -3.74086 -0.0068
N -3.15968 0.66777 -2.22758 -0.0010
N 0.54398 -0.85451 -1.32710 -0.0019
N 0.92354 -3.85218 2.56638 0.0000
N -0.85672 4.57398 -5.84427 0.0006
N 3.41911 1.03388 -3.80194 -0.0005
N -1.85923 0.43741 -2.70263 -0.0030
N 2.48892 1.70431 -3.06540 -0.0003
C 2.38263 3.35476 -1.22336 -0.0035
C 0.60993 -5.06925 7.21817 0.0002
C 4.60216 2.31757 -2.45955 0.0000
C 0.54103 -0.04715 0.88214 0.0003
C -1.00696 5.15269 -4.68882 -0.0002
C 0.80112 -3.20997 -1.83197 0.0007
C 1.24494 -5.81011 4.64333 -0.0001
C 0.56361 -0.22413 2.29617 -0.0001
C 1.50579 -6.71236 5.63956 0.0002
C 1.63582 -6.87776 9.31180 0.0000
C 4.69202 1.48987 -3.54038 -0.0008
C -3.77518 0.30816 -5.85450 0.0001
C -0.73433 0.27314 -4.93401 -0.0018
C 0.84832 -4.44754 4.89395 -0.0003
C 0.85346 -2.65009 1.87124 -0.0008
C 0.92848 -3.53358 -0.44891 0.0002
C 3.12988 2.47832 -2.17882 -0.0011
C -4.38182 -0.34326 -0.44669 0.0001
C 0.67351 -3.51027 3.83945 0.0003
C 1.19423 -6.31924 6.99428 0.0001
C 5.72704 2.81167 -1.68681 0.0000
C -3.95186 0.23059 1.87401 0.0000
C -1.37486 7.09068 -3.27141 -0.0003
C -1.91707 0.25275 -4.00390 -0.0006
C 0.66250 2.14518 2.57296 -0.0003
C 0.56813 -1.15033 -0.00136 -0.0023
C -4.58700 -0.57805 0.89651 0.0000
C -0.85262 4.89236 -2.21434 0.0008
C 0.57679 -4.14422 6.20550 -0.0004
C 0.64217 -1.56395 2.71808 0.0002
C -0.70196 4.31021 -3.48933 -0.0028
C -3.29640 0.34765 -4.45024 -0.0003
C 0.79173 -2.51123 0.44505 0.0006
C -3.49693 0.72167 -0.83563 0.0006
C -1.40690 6.55392 -4.53709 0.0003
C -1.21838 6.20336 -2.11623 0.0005
C 0.66573 0.85884 3.16229 0.0000
C -4.03463 0.57148 -3.28408 -0.0010
C 0.57374 -1.87597 -2.19350 0.0005
C -2.92655 1.57560 0.06529 -0.0002
C -3.08243 1.24008 1.42969 0.0001
C 0.56022 2.23366 1.17926 -0.0003
H 2.21152 -5.95417 9.51902 0.0000
H -4.16105 0.10288 2.91044 0.0000
H 0.68029 -1.66544 4.90988 0.0000
H 1.52047 -6.10346 3.63874 0.0000
H 0.59057 3.06190 3.11901 0.0000
H 0.51596 -1.60742 -3.26722 -0.0001
H -1.41270 8.19009 -3.23672 0.0000
H -4.82582 -0.97821 -1.18219 0.0000
H 0.34422 -3.11329 6.45614 0.0000
H -2.47448 1.83083 2.13852 0.0000
H 0.25581 -4.75628 8.23841 0.0000
H 2.10664 -7.70201 9.84332 0.0000
H 5.62307 1.18761 -4.06396 0.0000
H -2.34582 2.39390 -0.26900 -0.0002
H -0.59583 4.41937 -1.29485 0.0000
H 0.96679 -4.55007 -0.14376 0.0000
H 0.68227 0.64483 4.22316 0.0000
H 0.84536 -4.04863 -2.56443 0.0001
H -1.52907 6.66351 -1.17958 0.0000
H -5.26201 -1.42683 1.19102 0.0000
H -1.55383 7.10644 -5.45136 0.0000
H 3.17590 0.38907 -4.53902 -0.0001
H 4.53097 3.88687 -0.59066 0.0000
H 0.40784 3.22233 0.69250 0.0001
H 0.67940 -6.77529 9.77816 0.0000
H 1.94369 -7.71518 5.46950 0.0000
H -3.35736 -1.58993 -5.99242 0.0000
```

Output
<S²>   3.7520
HOMO energy (alpha / beta)   -10.0234 / -10.0235 eV
Net charge   +1
Lowest unoccupied orbital energy (alpha / beta)   -3.75 / -3.74 eV
Spin multiplicity   4



Calculated values (Eh) of E_tot for the records, taken in order: -4627.08759 -642.55415 -6718.13159.
Calculated values (hartree/bohr) of max |F| for the records, taken in order: 0.0218 0.0760 0.0914.